1.
Here is a molecular structure, C27H58NP3Ti from the Open Molecules 2025 dataset. Energies are from ωB97M-V/def2-TZVPD.

Cartesian coordinates (Å):
P: -0.551 1.864 0.688
P: 0.113 0.359 -2.061
C: -0.384 2.845 -0.866
C: -0.718 2.018 -2.114
H: 0.654 3.213 -0.899
H: -1.032 3.733 -0.787
H: -1.803 1.826 -2.175
H: -0.421 2.545 -3.038
C: 1.770 0.650 -2.766
H: 2.269 -0.318 -2.899
H: 2.376 1.255 -2.082
H: 1.698 1.157 -3.738
C: -0.752 -0.682 -3.265
H: -0.818 -0.183 -4.240
H: -1.758 -0.902 -2.892
H: -0.206 -1.626 -3.367
C: 0.307 2.863 1.934
H: 0.124 2.441 2.922
H: -0.044 3.900 1.917
H: 1.384 2.844 1.751
C: -2.305 2.041 1.131
H: -2.937 1.480 0.438
H: -2.597 3.096 1.107
H: -2.472 1.649 2.139
Ti: 0.190 -0.567 0.280
C: -1.523 4.928 -4.832
C: -0.197 4.958 -4.738
C: 0.666 6.119 -4.329
C: -0.032 7.235 -3.528
C: -0.648 6.755 -2.244
C: -1.861 6.246 -2.039
C: -2.954 6.052 -3.053
C: -2.514 6.018 -4.529
C: 0.046 -0.285 2.292
H: -2.019 4.029 -5.230
H: 0.389 4.090 -5.076
H: 1.144 6.578 -5.212
H: 1.494 5.726 -3.716
H: 0.764 7.940 -3.232
H: -0.717 7.802 -4.169
H: 0.022 6.919 -1.387
H: -2.183 6.017 -1.013
H: -3.726 6.834 -2.944
H: -3.464 5.102 -2.826
H: -3.419 5.770 -5.110
H: -2.201 7.014 -4.864
H: -0.610 -1.173 2.166
H: -0.356 0.380 3.056
H: 1.033 -0.671 2.451
C: 3.301 -2.358 0.493
C: 2.580 -3.676 0.687
C: 2.170 -4.243 -0.661
C: 3.452 -4.599 1.512
P: 0.856 -3.306 1.694
N: 0.282 -2.353 0.426
C: -0.352 -4.888 1.567
C: -1.489 -5.096 2.563
C: -1.028 -4.581 0.248
C: 0.503 -6.158 1.630
C: 0.028 -2.645 4.210
C: 0.619 -3.920 4.706
C: 0.732 -1.531 4.884
C: -1.450 -2.488 4.144
H: 4.205 -2.554 -0.098
H: 3.615 -1.906 1.434
H: 2.714 -1.630 -0.075
H: 3.056 -4.438 -1.287
H: 1.581 -5.155 -0.562
H: 1.557 -3.499 -1.157
H: 3.834 -4.085 2.402
H: 2.940 -5.501 1.861
H: 4.330 -4.934 0.926
H: -2.214 -4.281 2.553
H: -1.998 -6.009 2.215
H: -1.176 -5.276 3.591
H: -0.289 -4.391 -0.535
H: -1.698 -5.408 -0.018
H: -1.606 -3.659 0.370
H: 1.316 -6.161 0.898
H: 0.951 -6.279 2.627
H: -0.159 -7.026 1.455
H: 1.696 -3.825 4.762
H: 0.263 -4.162 5.728
H: 0.448 -4.801 4.108
H: 0.536 -1.588 5.969
H: 0.415 -0.557 4.568
H: 1.804 -1.602 4.722
H: -1.772 -1.636 4.767
H: -1.809 -2.298 3.142
H: -1.965 -3.381 4.523

Calculated values
* HOMO energy (spin up / spin down): -4.85 / -6.14 eV
* net charge: 0
* orbital gap (spin up / spin down): 5.0 / 6.3 eV
* 2S+1: 3
* ΔE to the lowest compared entry with this formula, charge and spin: 0.0 kJ/mol
* ⟨S²⟩: 2.015

=====

2.
Here is 6 unconnected molecules or ions with the total composition C4H20N2O6S from the Open Molecules 2025 dataset. Energies are from ωB97M-V/def2-TZVPD.

Cartesian coordinates (Å):
N: -2.446 -0.757 0.464
C: -1.010 -0.975 0.710
C: -0.701 -2.430 0.726
S: 1.064 -2.980 0.676
C: -0.301 -0.388 -0.579
N: 0.024 0.915 -0.764
C: -0.466 1.901 0.150
O: -0.087 -1.052 -1.603
H: -2.856 -1.357 -0.241
H: -3.015 -1.008 1.267
H: -0.769 -0.507 1.703
H: -1.026 -3.002 1.713
H: -1.358 -2.966 -0.073
H: 1.295 -2.174 1.632
H: 0.270 1.268 -1.651
H: -1.445 1.905 0.711
H: -0.574 2.881 -0.453
H: 0.332 2.247 0.769
H: 0.519 -0.514 4.085
H: 1.195 0.582 3.168
O: 0.385 0.138 3.395
H: 3.563 0.902 -0.806
H: 2.973 0.515 0.563
O: 3.529 1.098 0.081
H: -2.580 0.553 -3.002
H: -2.748 -0.086 -1.744
O: -3.031 -0.199 -2.655
H: 0.100 -1.179 -3.820
H: 1.381 -0.967 -3.207
O: 1.014 -0.762 -3.992
H: 1.693 3.329 0.831
H: 2.763 2.272 0.638
O: 2.309 2.795 1.308

Calculated values
* HOMO energy: -9.19 eV
* net charge: 0
* SMILES: CNC(=O)[C@@H](N)CS.O.O.O.O.O
* orbital gap: 9.3 eV
* ΔE to the lowest compared entry with this formula, charge and spin: 335.2 kJ/mol

=====

3.
Here is 4 unconnected molecules or ions with the total composition C13H24BBr6NO2Si from the Open Molecules 2025 dataset. Energies are from ωB97M-V/def2-TZVPD.

Cartesian coordinates (Å):
C: 3.150 -1.622 -0.708
C: 1.741 -1.126 -0.450
O: 1.749 0.295 -0.236
B: 0.827 0.972 -1.029
O: 0.994 1.057 -2.383
Si: -0.780 1.765 -0.119
C: -2.183 0.517 -0.411
C: -2.343 -0.011 -1.669
C: -3.356 -0.929 -1.816
C: -4.107 -1.235 -0.714
N: -3.991 -0.714 0.496
C: -3.008 0.174 0.634
H: 3.794 -1.426 0.151
H: 3.585 -1.155 -1.593
H: 3.133 -2.700 -0.885
H: 1.363 -1.628 0.443
H: 1.093 -1.410 -1.284
H: 1.914 0.829 -2.581
H: -0.549 1.964 1.326
H: -1.106 3.048 -0.793
H: -1.712 0.279 -2.498
H: -3.549 -1.390 -2.774
H: -4.884 -1.989 -0.854
H: -2.849 0.618 1.609
Br: -4.723 -3.480 -5.055
C: -5.055 -4.714 -3.585
C: -6.466 -4.602 -3.074
Br: -6.701 -3.008 -1.983
H: -4.312 -4.501 -2.823
H: -4.876 -5.704 -3.998
H: -6.699 -5.438 -2.418
H: -7.202 -4.553 -3.870
Br: 6.759 -1.215 3.229
C: 7.184 0.157 1.915
C: 6.213 1.305 1.978
Br: 4.508 0.846 1.160
H: 7.198 -0.330 0.946
H: 8.188 0.492 2.167
H: 6.589 2.150 1.405
H: 6.001 1.623 2.994
Br: 0.653 2.442 4.222
C: 1.087 4.124 3.350
C: 0.283 5.265 3.913
Br: -1.550 5.236 3.262
H: 0.926 3.978 2.287
H: 2.148 4.277 3.537
H: 0.691 6.218 3.580
H: 0.234 5.252 4.997

Calculated values
* HOMO energy: -9.09 eV
* net charge: 0
* SMILES: CCOB(O)[SiH2]c1cccnc1.BrCCBr.BrCCBr.BrCCBr
* orbital gap: 9.4 eV

=====

Number 1: DFT total energy -81405.1339 eV, molecular weight 537.6 g mol⁻¹. Number 2: DFT total energy -30571.0763 eV, molecular weight 224.3 g mol⁻¹. Number 3: DFT total energy -448265.7946 eV, molecular weight 744.7 g mol⁻¹.